--- one ---
The following is a quantum chemistry calculation of a cluster of 2 separate species, C2H8N2S2 in total, from OMol25.

As for the lowest unoccupied orbital energy (spin up / spin down): -2.83 / -2.81 eV. The total charge is 0.

Geometry as XYZ:
```
14
Properties=species:S:1:pos:R:3:mulliken_charge:R:1
S 1.916 0.453 0.981 0.511
S -2.029 -0.164 0.783 -0.108
N 0.478 0.646 1.667 -0.491
N 2.158 1.561 -0.056 -0.646
C -2.742 -0.013 -0.899 -0.719
C 1.703 -1.030 -0.040 -0.555
H -3.324 0.918 -1.163 0.273
H 2.282 -1.836 0.410 0.316
H 1.583 2.370 -0.102 0.259
H -1.851 -0.168 -1.640 0.205
H 0.451 -0.001 2.461 0.264
H 0.622 -1.168 -0.239 0.099
H 2.205 -0.777 -1.008 0.293
H -3.452 -0.791 -1.154 0.299
```

***

--- two ---
The following is a quantum chemistry calculation of a cluster of 2 separate species, C2H8N2S2 in total, from OMol25.

As for the lowest unoccupied orbital energy: 0.52 eV. The total charge is 0. The structure (SMILES) is [H]/N=C/N.CSS.

Geometry as XYZ:
```
14
Properties=species:S:1:pos:R:3:mulliken_charge:R:1
S 2.153 -0.271 1.811 -0.084
S 2.604 -0.156 -0.225 -0.208
N -2.135 0.563 -0.729 -0.431
N -0.266 1.655 -1.497 -0.667
C -0.913 0.575 -1.399 0.078
C 0.439 -0.744 1.798 -0.768
H -0.201 0.006 1.362 0.238
H 0.176 -0.757 2.844 0.330
H 3.323 -1.282 -0.211 0.159
H -0.551 -0.415 -1.704 0.372
H 0.184 -1.718 1.375 0.305
H -2.455 -0.176 -0.135 0.198
H 0.474 1.539 -2.192 0.278
H -2.832 1.182 -1.098 0.201
```

***

Last place for stability: one

***

--- one ---
The following is a quantum chemistry calculation of a cluster of 2 separate species, C3H8OS2 in total, from OMol25.

As for the lowest unoccupied orbital energy: -0.10 eV. The total charge is 0.

Geometry as XYZ:
```
14
Properties=species:S:1:pos:R:3:mulliken_charge:R:1
S -2.168 -0.149 -2.400 -0.192
S -0.068 -0.379 -2.073 -0.084
O -0.048 2.178 -0.286 -0.678
C -0.728 0.074 0.665 -1.217
C 1.690 0.334 0.140 -1.005
C 0.297 0.215 -0.395 0.870
H -0.426 -0.848 1.218 0.323
H 1.792 1.352 0.640 0.293
H -1.913 0.834 -3.296 0.182
H 0.193 2.619 -1.084 0.212
H -0.729 0.982 1.306 0.341
H 2.624 0.194 -0.582 0.305
H 1.745 -0.504 0.812 0.321
H -1.665 -0.178 0.216 0.328
```

***

--- two ---
The following is a quantum chemistry calculation of a cluster of 2 separate species, C3H8OS2 in total, from OMol25.

As for the lowest unoccupied orbital energy: 0.49 eV. The total charge is 0. The structure (SMILES) is CC=O.CSS.

Geometry as XYZ:
```
14
Properties=species:S:1:pos:R:3:mulliken_charge:R:1
S -2.129 -0.601 -0.527 -0.053
S -1.112 0.607 -1.942 -0.159
O 2.299 0.883 -0.783 -0.463
C 2.060 0.305 0.244 0.150
C -3.121 0.643 0.342 -0.757
C 2.481 -1.151 0.408 -0.850
H 3.007 -1.249 -0.547 0.298
H -3.334 1.456 -0.342 0.290
H -3.903 0.110 0.871 0.274
H 1.540 0.812 1.076 0.345
H 3.033 -1.328 1.325 0.305
H -2.614 1.163 1.163 0.282
H 0.133 0.220 -1.653 0.093
H 1.659 -1.869 0.363 0.245
```

***

Last place for stability: one

***

--- one ---
The following is a quantum chemistry calculation of a cluster of 2 separate species, C3H8OS2 in total, from OMol25.

As for the lowest unoccupied orbital energy: 0.63 eV. The total charge is 0. The structure (SMILES) is CSSO.C=C.

Geometry as XYZ:
```
14
Properties=species:S:1:pos:R:3:mulliken_charge:R:1
S 1.292 -1.216 -0.510 0.059
S 2.951 -0.089 -0.587 -0.049
O 1.199 -1.792 1.053 -0.459
C -2.271 -1.007 -0.082 -0.357
C 2.369 1.528 0.038 -0.727
C -2.251 -0.390 -1.244 -0.358
H -3.158 -0.141 -1.773 0.232
H -1.367 -1.255 0.450 0.098
H -1.326 -0.106 -1.716 0.170
H 2.796 2.299 -0.592 0.302
H 2.699 1.649 1.065 0.265
H 1.654 -2.642 1.141 0.334
H -3.192 -1.298 0.397 0.226
H 1.286 1.545 -0.019 0.264
```

***

--- two ---
The following is a quantum chemistry calculation of a cluster of 2 separate species, C3H8OS2 in total, from OMol25.

As for the lowest unoccupied orbital energy: 0.46 eV. The total charge is 0. The structure (SMILES) is C=CO.CSS.

Geometry as XYZ:
```
14
Properties=species:S:1:pos:R:3:mulliken_charge:R:1
S 3.108 0.211 -0.781 -0.170
S 1.249 1.077 -1.005 -0.041
O -0.595 -1.227 1.856 -0.467
C 0.277 -0.210 -1.854 -0.735
C -1.191 1.032 1.492 -0.743
C -1.527 -0.250 1.701 0.095
H -0.184 1.318 1.231 0.228
H 0.157 0.118 -2.888 0.312
H 0.249 -0.791 1.889 0.299
H 2.869 -0.966 -1.391 0.137
H -2.553 -0.564 1.579 0.358
H 0.874 -1.111 -1.839 0.263
H -2.010 1.733 1.470 0.223
H -0.722 -0.370 -1.458 0.242
```

***

Last place for stability: two

***

--- one ---
The following is a quantum chemistry calculation of a structure of composition C2HFN2O2, from OMol25.

As for the lowest unoccupied orbital energy: -0.82 eV. The total charge is 0.

Geometry as XYZ:
```
8
Properties=species:S:1:pos:R:3:mulliken_charge:R:1
F -0.247 0.365 1.829 -0.200
O -2.593 -0.352 0.967 -0.440
O -2.046 0.037 -1.131 -0.453
N -0.084 2.695 -0.427 -0.309
N -1.901 -0.206 0.023 0.736
C -0.124 0.318 0.500 0.104
C -0.131 1.587 -0.105 0.247
H 0.534 -0.374 0.197 0.316
```

***

--- two ---
The following is a quantum chemistry calculation of a cluster of 2 separate species, C2HFN2O2 in total, from OMol25.

As for the lowest unoccupied orbital energy: -0.48 eV. The total charge is 0. The structure (SMILES) is [O-][N+]#CF.C#[N+][O-].

Geometry as XYZ:
```
8
Properties=species:S:1:pos:R:3:mulliken_charge:R:1
F 2.034 1.167 -1.417 -0.162
O 0.090 2.501 1.218 -0.592
O 3.207 -0.521 1.346 -0.580
N -0.263 1.654 0.428 0.524
N 2.861 -0.009 0.326 0.615
C -0.443 0.738 -0.190 -0.235
C 2.101 0.377 -0.450 0.076
H -0.666 -0.100 -0.876 0.355
```

***

Last place for stability: two

***

--- one ---
The following is a quantum chemistry calculation of the ion C6H13N2S with charge +1, from OMol25.

As for the lowest unoccupied orbital energy (spin up / spin down): -5.10 / -5.10 eV. The total charge is +1.

Geometry as XYZ:
```
22
Properties=species:S:1:pos:R:3:mulliken_charge:R:1
S -0.621 0.560 0.582 0.226
N -1.742 1.636 -0.073 -0.216
N -2.818 -0.240 0.028 -0.401
C 2.137 0.594 0.369 0.552
C 2.841 0.068 -0.901 -1.217
C -3.893 -1.248 0.010 -0.843
C 1.909 -0.460 1.402 -1.579
C 0.771 0.986 -0.145 -0.204
C -2.951 0.995 -0.189 0.030
H -3.690 1.601 -0.639 0.416
H 2.634 1.374 0.909 0.358
H -4.320 -1.107 -0.994 0.333
H 2.347 -0.880 -1.197 0.337
H 2.618 0.778 -1.679 0.391
H -3.465 -2.240 -0.040 0.299
H -4.720 -1.134 0.730 0.302
H 2.883 -0.485 2.020 0.358
H 3.832 -0.336 -0.563 0.358
H 0.744 1.616 -1.132 0.297
H -1.710 2.634 0.232 0.302
H 1.145 -0.160 2.133 0.502
H 1.633 -1.355 0.851 0.399
```

***

--- two ---
The following is a quantum chemistry calculation of the ion C6H13N2S with charge +1, from OMol25.

As for the lowest unoccupied orbital energy: -3.10 eV. The total charge is +1. The structure (SMILES) is CS[C@@H](C#N)[N+](C)(C)C.

Geometry as XYZ:
```
22
Properties=species:S:1:pos:R:3:mulliken_charge:R:1
S -1.940 -1.117 -0.441 0.080
N -1.841 2.611 -0.576 -0.314
N 0.680 0.087 -0.281 -0.465
C -1.285 1.607 -0.642 -0.207
C -3.016 -0.462 0.755 -0.773
C 1.547 1.231 -0.745 -0.868
C 0.506 0.189 1.242 -0.854
C 1.303 -1.144 -0.727 -0.928
C -0.795 0.256 -0.876 0.338
H -2.353 0.054 1.439 0.223
H -0.019 1.067 1.630 0.380
H 1.522 0.192 1.700 0.378
H -3.906 0.164 0.480 0.318
H 2.533 0.926 -0.498 0.405
H -3.465 -1.243 1.279 0.418
H 1.548 1.288 -1.894 0.308
H 2.291 -1.324 -0.387 0.364
H 1.319 -1.078 -1.797 0.467
H 1.120 2.054 -0.236 0.506
H 0.061 -0.830 1.502 0.415
H 0.558 -1.886 -0.574 0.439
H -0.562 0.121 -2.034 0.369
```

***

Last place for stability: one

***

--- one ---
The following is a quantum chemistry calculation of an isolated molecule of C6H11NO2, from OMol25.

As for the lowest unoccupied orbital energy: 0.56 eV. The total charge is 0. The structure (SMILES) is CO/C(C)=N/CC(C)=O.

Geometry as XYZ:
```
20
Properties=species:S:1:pos:R:3:mulliken_charge:R:1
O 1.536 -0.640 -1.533 -0.380
O -1.068 1.210 2.678 -0.543
N -0.176 -1.028 -0.076 -0.544
C -0.753 -0.850 1.174 -0.746
C 1.035 -0.616 -0.285 0.906
C 1.766 0.253 0.637 -0.835
C -1.665 1.596 0.402 -1.066
C -0.936 0.891 1.522 0.627
C 0.698 -1.162 -2.559 -0.644
H 1.305 -1.162 -3.462 0.234
H -2.642 1.135 0.253 0.311
H -1.099 1.484 -0.523 0.264
H -1.759 -1.270 1.212 0.379
H -0.187 -0.536 -2.690 0.269
H 0.838 0.899 1.163 0.123
H 2.053 -0.268 1.549 0.315
H -1.810 2.647 0.648 0.361
H -0.135 -1.135 2.030 0.321
H 2.625 0.728 0.178 0.343
H 0.376 -2.176 -2.317 0.305
```

***

--- two ---
The following is a quantum chemistry calculation of a cluster of 2 separate species, C6H11NO2 in total, from OMol25.

As for the lowest unoccupied orbital energy: 0.77 eV. The total charge is 0. The structure (SMILES) is C=CC(=C)C.NC(=O)O.

Geometry as XYZ:
```
20
Properties=species:S:1:pos:R:3:mulliken_charge:R:1
O 2.341 -0.226 1.154 -0.589
O 3.636 0.248 -0.624 -0.504
N 1.576 -0.562 -0.968 -0.223
C -0.367 1.599 1.484 -0.852
C -0.844 -1.280 0.657 -1.113
C -1.315 -0.207 0.006 0.932
C 2.470 -0.130 -0.041 0.602
C -2.276 -0.345 -1.142 -1.491
C -1.200 1.191 0.535 -0.069
H 0.727 -1.045 -0.703 0.236
H 0.432 0.976 1.852 0.187
H -3.291 -0.133 -0.808 0.353
H -0.215 -1.202 1.527 0.390
H -0.466 2.573 1.934 0.262
H -1.986 1.864 0.208 0.289
H -2.252 -1.350 -1.558 0.368
H 4.280 0.452 0.068 0.353
H -1.038 -2.277 0.292 0.340
H 1.820 -0.514 -1.942 0.184
H -2.033 0.367 -1.931 0.346
```

***

Last place for stability: one